ORCA calculation (ωB97M-V/def2-TZVPD) on 2 unconnected molecules or ions with the total composition C29H26Br2N2O3.

Computed properties:
**HOMO-LUMO gap**: 5.69 eV
**Spin multiplicity**: 1
**Relative energy (zero: lowest compared OMol25 entry of this formula, charge and spin)**: 53.95 kJ/mol
**Total charge**: 0
**LUMO energy**: -1.000 eV

Positions of all 62 atoms, in Å:
C 7.4827 0.7819 -0.2981
O 6.2754 1.3528 -0.8527
C 5.0901 0.8094 -0.4702
C 4.9691 -0.1412 0.5765
C 3.7390 -0.7147 0.8361
C 2.5729 -0.3395 0.1125
C 1.2779 -0.8606 0.4120
C 1.0045 -2.1478 0.8889
C -0.3027 -2.4556 1.4117
C -0.6097 -3.6611 1.9658
Br -2.3341 -4.0136 2.6696
C 0.4034 -4.7553 2.0624
O 0.2043 -5.8093 2.6711
C 1.6928 -4.4619 1.3708
Br 2.9413 -5.8729 1.2903
C 1.9548 -3.2302 0.8401
C 2.7310 0.6144 -0.9331
C 3.9404 1.2035 -1.2012
H 8.2883 1.3424 -0.7749
H 7.5165 0.9154 0.7923
H 7.5571 -0.2882 -0.5423
H 5.8413 -0.4214 1.1707
H 3.6519 -1.4614 1.6223
H 0.4320 -0.1783 0.3313
H -1.0711 -1.6889 1.3764
H 2.9171 -3.0671 0.3594
H 1.8592 0.8599 -1.5419
H 4.0440 1.9634 -1.9752
C -6.5375 0.4092 2.5705
N -5.8302 -0.5474 1.7349
C -6.2120 -1.9306 1.9736
C -4.7551 -0.1913 0.9854
C -4.1708 1.0909 1.1198
C -2.9797 1.3674 0.5056
N -2.3867 0.4785 -0.3738
C -1.1976 0.7503 -1.0052
C -0.5224 1.9873 -0.7996
C 0.1918 2.6147 -1.9633
C 1.0157 3.7136 -1.6817
C 1.8721 4.2141 -2.6577
C 1.8726 3.6540 -3.9430
C 0.9499 2.6468 -4.2641
C 0.0944 2.1376 -3.2819
O -0.4840 2.5520 0.3206
C -2.9956 -0.7447 -0.5944
C -4.1566 -1.0824 0.0442
H -6.5735 1.3988 2.1057
H -7.5619 0.0461 2.7055
H -6.0670 0.5093 3.5626
H -5.5700 -2.6361 1.4356
H -6.1563 -2.1577 3.0513
H -7.2564 -2.0784 1.6562
H -4.6090 1.8694 1.7441
H -2.4350 2.2752 0.7191
H -0.8956 0.0381 -1.7780
H 0.9943 4.1363 -0.6784
H 2.5476 5.0305 -2.4051
H 2.5820 4.0092 -4.6959
H 0.9069 2.2420 -5.2774
H -0.6470 1.3678 -3.5105
H -2.4892 -1.3991 -1.3070
H -4.6077 -2.0458 -0.1887

=====

ORCA calculation (ωB97M-V/def2-TZVPD) on a single C6H9OPS molecule.

Computed properties:
**HOMO-LUMO gap (spin up / spin down)**: 8.67 / 6.24 eV
**Spin multiplicity**: 1
**Relative energy (zero: lowest compared OMol25 entry of this formula, charge and spin)**: 340.98 kJ/mol
**Total charge**: 0
**LUMO energy (spin up / spin down)**: -0.069 / -2.149 eV

Positions of all 18 atoms, in Å:
C 0.8274 3.4814 -0.2244
C 1.1527 2.3317 -0.1604
C 0.3848 0.0104 -0.6126
C 1.8989 0.5962 1.3531
C 1.5349 0.9396 -0.0214
C -2.5609 -1.5552 -0.1765
O -0.8864 0.5553 -0.5011
P -2.0954 0.1040 0.5682
S -3.5842 1.3109 0.0492
H 0.5455 4.4879 -0.3051
H 0.5658 -0.0929 -1.6865
H 0.4519 -0.9768 -0.1383
H 1.6655 1.2549 2.1678
H 2.2997 -0.3785 1.5742
H 2.3969 0.7417 -0.6763
H -3.3105 -2.0128 0.4624
H -2.9692 -1.3959 -1.1759
H -1.6806 -2.1941 -0.2239

=====

ORCA calculation (ωB97M-V/def2-TZVPD) on a single C4H2O2 molecule.

Computed properties:
**HOMO-LUMO gap**: 8.48 eV
**Spin multiplicity**: 1
**Relative energy (zero: lowest compared OMol25 entry of this formula, charge and spin)**: 205.79 kJ/mol
**Total charge**: 0
**LUMO energy**: -0.946 eV

Positions of all 8 atoms, in Å:
O 1.3281 2.5963 -0.8244
C 1.3614 1.5322 -0.3092
C 0.2551 -0.2995 0.4072
O 0.3837 0.5557 -0.5960
C -0.8800 -1.1310 0.2228
C -1.8359 -1.8756 0.2961
H 2.0649 1.1557 0.4442
H -2.6772 -2.5337 0.3593

=====

ORCA calculation (ωB97M-V/def2-TZVPD) on a single C6H11NS molecule.

Computed properties:
**HOMO-LUMO gap**: 8.20 eV
**Spin multiplicity**: 1
**SMILES string**: C[C@@]12CSC[C@@]1(N)C2
**Relative energy (zero: lowest compared OMol25 entry of this formula, charge and spin)**: 560.55 kJ/mol
**Total charge**: 0
**LUMO energy**: 0.852 eV

Positions of all 19 atoms, in Å:
C 1.0045 0.6687 1.5772
C -0.0847 0.7108 0.3283
C 0.6715 1.1977 -0.8345
C 0.4856 -1.5525 -0.1486
C -0.7883 -0.7079 -0.2534
C -1.4128 0.1359 0.7313
H 0.7413 0.2029 2.5723
H 2.0681 0.3122 1.4208
H 1.3870 1.8862 1.8289
H 0.0907 1.3861 -1.7651
H 1.6008 1.9918 -1.1231
H 0.5161 -2.7655 -0.4921
H 0.8896 -1.5365 0.8675
H -0.9409 -0.9124 -2.3625
H -2.5075 -0.7112 -1.4563
H -2.3260 0.6193 0.2354
H -1.4673 0.0886 1.7692
N -1.3829 -0.5457 -1.4365
S 1.4553 -0.4685 -1.4589

=====

ORCA calculation (ωB97M-V/def2-TZVPD) on a single C9H13NO molecule.

Computed properties:
**HOMO-LUMO gap**: 10.06 eV
**Spin multiplicity**: 1
**SMILES string**: O=C1N[C@@H]2CC/C=C\CC[C@H]12
**Relative energy (zero: lowest compared OMol25 entry of this formula, charge and spin)**: 478.93 kJ/mol
**Total charge**: 0
**LUMO energy**: 0.826 eV

Positions of all 24 atoms, in Å:
C 0.7780 -1.2049 1.9568
C -0.0035 -1.7652 0.1260
C 0.5746 -1.0869 -1.1438
C -0.3608 -0.0986 -1.9458
C -0.3650 1.4578 -1.8026
C -0.0399 2.3008 -0.8435
C 0.2851 1.7765 0.5742
C -0.8315 0.7838 1.0177
C -0.5219 -0.7353 1.2796
H 1.8260 -2.8279 1.0167
H -0.6670 -2.5733 0.0702
H 1.3013 -0.5246 -0.5822
H 1.2692 -1.7907 -1.7090
H -1.3343 -0.3928 -1.5084
H -0.1858 -0.2329 -2.9650
H -1.1167 1.8664 -2.7166
H -0.1264 3.2652 -1.0702
H 1.3335 1.5328 0.3618
H 0.4850 2.6547 1.1713
H -1.1364 0.9663 2.1681
H -1.7686 0.8894 0.4881
H -1.4903 -0.9593 1.7209
N 0.9204 -2.2405 1.2125
O 1.1749 -1.0609 3.1232

=====

ORCA calculation (ωB97M-V/def2-TZVPD) on 7 unconnected molecules or ions with the total composition C29H56BrF3N4O6PS.

Computed properties:
**HOMO-LUMO gap**: 6.95 eV
**Spin multiplicity**: 1
**Total charge**: +1
**LUMO energy**: -3.627 eV

Positions of all 101 atoms, in Å:
F -0.5607 7.2001 -2.1462
C -0.3829 5.9494 -2.5832
F 0.8419 5.5683 -2.1754
F -0.3803 5.9806 -3.9175
C -1.4514 5.0046 -2.0550
C -0.8962 3.8080 -1.3076
N -0.5332 4.0849 0.0861
C -0.8131 3.3295 1.1414
N -0.3261 3.8389 2.2492
C 0.2836 4.9521 1.8933
N 0.9376 5.7765 2.7415
Br 0.9482 5.2612 4.5328
P 1.7401 7.2275 2.2731
S 2.6589 7.1133 0.5886
N 0.1741 5.1341 0.5640
H -1.9809 4.6130 -2.9106
H -2.1526 5.5916 -1.4754
H -0.0282 3.4097 -1.8167
H -1.6817 3.0749 -1.2650
H -1.3563 2.4064 1.1055
H 2.5698 7.4489 3.3753
H 0.7110 8.1812 2.2696
H 0.5202 5.8495 -0.0667
C 0.0259 0.3052 5.0139
C 0.2496 -0.8125 3.9984
C -1.0438 -0.7724 3.1978
O -1.4853 0.5939 3.2121
C -0.7300 1.3301 4.1810
H 0.9463 0.7018 5.4402
H -0.6021 -0.0528 5.8323
H 1.0983 -0.5675 3.3548
H 0.4355 -1.7863 4.4489
H -1.8181 -1.3905 3.6609
H -0.9142 -1.0979 2.1656
H -0.0453 1.9912 3.6450
H -1.4085 1.9447 4.7754
C -4.7292 1.1770 -4.1690
C -3.4285 0.4755 -4.5450
C -2.4105 1.2402 -3.7157
O -3.0942 1.6702 -2.5266
C -4.5109 1.4708 -2.6934
H -5.6177 0.5765 -4.3506
H -4.8283 2.1055 -4.7333
H -3.4600 -0.5698 -4.2304
H -3.2087 0.5038 -5.6103
H -2.0514 2.1281 -4.2506
H -1.5495 0.6324 -3.4336
H -4.8134 0.6264 -2.0672
H -5.0411 2.3610 -2.3544
C 2.1864 -5.5636 6.1560
C 2.9836 -4.5248 5.3747
C 2.3803 -4.6581 3.9836
O 1.0159 -5.0437 4.1671
C 0.8054 -5.4307 5.5301
H 2.1804 -5.3947 7.2315
H 2.5912 -6.5608 5.9699
H 2.7915 -3.5256 5.7755
H 4.0590 -4.6949 5.3879
H 2.8866 -5.4377 3.4041
H 2.4158 -3.7269 3.4151
H 0.2175 -4.6486 6.0248
H 0.2347 -6.3590 5.5559
C 3.2339 3.2045 -1.9175
C 4.0529 2.3296 -2.8610
C 4.7799 1.4205 -1.8793
O 3.9076 1.2653 -0.7517
C 2.8489 2.2097 -0.8304
H 2.3699 3.6705 -2.3889
H 3.8616 3.9947 -1.4993
H 3.3887 1.7411 -3.4981
H 4.7303 2.8892 -3.5026
H 5.7142 1.8729 -1.5338
H 5.0038 0.4390 -2.2952
H 1.9245 1.6738 -1.0914
H 2.7132 2.6791 0.1479
C -7.5478 1.7393 -8.8515
C -6.2486 1.0286 -9.2178
C -5.2325 1.7935 -8.3826
O -5.9208 2.2291 -7.2045
C -7.3305 2.0390 -7.3759
H -8.4404 1.1437 -9.0332
H -7.6378 2.6697 -9.4159
H -6.2903 -0.0153 -8.8989
H -6.0208 1.0498 -10.2819
H -4.8638 2.6764 -8.9148
H -4.3766 1.1819 -8.0924
H -7.6457 1.1972 -6.7495
H -7.8556 2.9342 -7.0423
C 4.9024 -10.3700 4.4926
C 5.5887 -9.2557 3.7092
C 4.9176 -8.0172 4.2845
O 4.5878 -8.3253 5.6424
C 4.7454 -9.7316 5.8644
H 5.4685 -11.2992 4.5224
H 3.9217 -10.5816 4.0607
H 6.6577 -9.2429 3.9328
H 5.4680 -9.3386 2.6303
H 3.9892 -7.7852 3.7494
H 5.5612 -7.1366 4.2602
H 5.6384 -9.8864 6.4786
H 3.8801 -10.1064 6.4113

=====

ORCA calculation (ωB97M-V/def2-TZVPD) on 5 unconnected molecules or ions with the total composition C3H16NO4.

Computed properties:
**HOMO-LUMO gap**: 10.66 eV
**Spin multiplicity**: 1
**Relative energy (zero: lowest compared OMol25 entry of this formula, charge and spin)**: 107.10 kJ/mol
**Total charge**: +1
**LUMO energy**: -2.695 eV

Positions of all 24 atoms, in Å:
C 1.5125 -1.8680 -1.7507
C 0.7167 -1.2733 -0.6606
C -0.4569 -0.7056 -0.8359
N -1.1258 0.0258 0.2589
H 0.9445 -2.6537 -2.2654
H 1.6386 -1.0806 -2.4990
H 2.4908 -2.2743 -1.5371
H 1.2084 -1.2819 0.2802
H -0.9591 -0.7116 -1.8215
H -0.8496 1.0230 0.3657
H -2.1264 0.0480 0.1181
H -0.8451 -0.3594 1.1786
H 2.4466 0.3311 1.8876
H 2.9788 -0.7264 1.0335
O 2.4093 0.0575 0.9585
H -1.7398 -2.0665 3.0713
H -0.4029 -2.2000 2.4019
O -1.1057 -1.5552 2.5538
H -3.1401 2.4882 -0.9438
H -1.6205 2.7031 -1.3073
O -2.2571 2.1130 -0.8882
H 0.8945 3.3834 0.0745
H -0.6413 3.6243 0.2514
O 0.0297 2.9589 0.0756

=====

ORCA calculation (ωB97M-V/def2-TZVPD) on a single C24H27N3O3 molecule.

Computed properties:
**HOMO-LUMO gap**: 7.81 eV
**Spin multiplicity**: 1
**SMILES string**: Cc1ccc(C(=O)N/C(=C\c2cn(C)c3ccccc23)C(=O)OCCN(C)C)cc1
**Relative energy (zero: lowest compared OMol25 entry of this formula, charge and spin)**: 139.59 kJ/mol
**Total charge**: 0
**LUMO energy**: 0.527 eV

Positions of all 57 atoms, in Å:
C 4.7381 5.7900 -0.1902
C 3.8969 4.5609 -0.0346
C 2.8178 4.3158 -0.8743
C 2.0316 3.1892 -0.7165
C 2.3148 2.2745 0.2933
C 3.4095 2.5064 1.1235
C 4.1843 3.6363 0.9651
H 5.0254 3.8088 1.6213
H 3.6316 1.7818 1.8925
C 1.5251 1.0322 0.5187
O 2.0022 0.0429 1.0437
N 0.2415 1.0996 0.0553
C -0.7650 0.1424 0.2172
C -0.6469 -1.2072 0.1501
C 0.4750 -2.0001 -0.2127
C 1.6216 -1.6464 -0.9017
N 2.4390 -2.7130 -1.0540
C 1.8616 -3.8044 -0.4548
C 2.3221 -5.1088 -0.3366
C 1.5119 -6.0141 0.3173
C 0.2769 -5.6321 0.8438
C -0.1805 -4.3362 0.7335
C 0.6135 -3.4036 0.0731
H -1.1342 -4.0508 1.1512
H -0.3266 -6.3712 1.3501
H 1.8382 -7.0377 0.4271
H 3.2791 -5.4067 -0.7383
C 3.7231 -2.7059 -1.6914
H 3.7477 -3.4294 -2.5105
H 3.9245 -1.7123 -2.0873
H 4.5066 -2.9631 -0.9744
H 1.8723 -0.7087 -1.3576
H -1.5384 -1.7614 0.4097
C -2.0700 0.7891 0.4391
O -2.2071 1.9977 0.4075
O -3.0764 -0.0667 0.6592
C -4.3654 0.4990 0.8715
H -4.2850 1.3792 1.5162
H -4.9349 -0.2816 1.3769
C -5.0171 0.9080 -0.4537
N -6.3429 1.4564 -0.2370
C -7.3406 0.4241 -0.0488
H -7.4625 -0.2131 -0.9397
H -7.0644 -0.2059 0.7934
H -8.2970 0.8940 0.1750
C -6.7324 2.3663 -1.2948
H -6.0056 3.1739 -1.3584
H -7.7035 2.7942 -1.0503
H -6.8049 1.8752 -2.2781
H -5.0277 0.0381 -1.1342
H -4.3895 1.6823 -0.8998
H -0.1570 2.0263 -0.0740
H 1.2128 3.0180 -1.4006
H 2.5891 5.0163 -1.6651
H 4.4675 6.3389 -1.0885
H 4.6036 6.4464 0.6693
H 5.7933 5.5265 -0.2434

=====

Number 1: total energy -6603.83732 Eh. Number 2: total energy -1048.64885 Eh. Number 3: total energy -303.93143 Eh. Number 4: total energy -687.93573 Eh. Number 5: total energy -480.57486 Eh. Number 6: total energy -5421.87772 Eh. Number 7: total energy -479.35915 Eh. Number 8: total energy -1320.75659 Eh.